# 1
# C4H8O2

C4H8O2 in the gas phase (the ωB97M-V functional and the def2-TZVPD basis, the OMol25 dataset).

CARTESIAN COORDINATES (ANGSTROEM)
O: -0.7903 -1.5292 -0.1369
C: -0.9451 -0.4009 -0.9797
C: 0.1320 0.6579 -0.7532
C: 0.3187 0.9377 0.7364
C: 0.9979 -0.2224 1.4329
O: 1.9335 -0.8249 0.9547
H: 0.0713 -1.9267 -0.3207
H: -1.9280 0.0109 -0.7236
H: -0.9700 -0.6920 -2.0416
H: -0.1447 1.5725 -1.2899
H: 1.0928 0.3221 -1.1600
H: 0.9653 1.8142 0.8817
H: -0.6365 1.1555 1.2274
H: 0.6117 -0.4933 2.4351

## Properties
HOMO level = -9.86 eV
orbital gap = 0.3989 Eh
energy above the lowest of the compared OMol25 structures with the same formula, charge and spin = 109.3 kJ/mol
total charge = 0

***

# 2
# C8H17PSSi

C8H17PSSi as an isolated structure (the ωB97M-V functional and the def2-TZVPD basis, the OMol25 dataset).

CARTESIAN COORDINATES (ANGSTROEM)
C: -1.8340 1.2325 -0.1045
C: -0.1050 -1.6265 -1.5943
C: -0.5384 1.9698 0.1268
C: 0.9511 -0.5472 -1.4864
C: -1.9969 -0.0060 0.8527
C: -0.3414 -2.2291 -0.2568
C: 0.9568 -0.3343 1.4021
C: 2.6133 1.7034 -0.0819
Si: 0.9484 0.8532 -0.1773
P: -0.6705 -1.2035 1.1670
S: -1.2565 -2.3398 2.5938
H: -2.5642 1.9753 0.1167
H: -2.0575 0.8369 -1.0362
H: -1.0411 -1.0922 -1.8457
H: -0.0092 -2.4077 -2.4874
H: -0.4890 2.9562 -0.3106
H: -0.6878 2.1184 1.1676
H: 2.0500 -0.7666 -1.5638
H: 0.7161 0.0034 -2.4194
H: -2.0925 0.2966 1.9397
H: -3.0109 -0.4877 0.5839
H: -1.1011 -3.0348 -0.1937
H: 0.6567 -2.8797 0.0497
H: 1.7293 -0.9387 1.6106
H: 0.6136 0.3790 2.2139
H: 3.3082 0.8729 -0.1991
H: 2.7673 2.3993 -0.9471
H: 2.4850 2.2968 0.8798

## Properties
HOMO level (spin up / spin down) = -2.57 / -9.82 eV
2S+1 = 3
orbital gap (spin up / spin down) = 0.1257 / 0.2421 Eh
total charge = 0

***

# 3
# C5H10N2S

A 2-piece molecular cluster, C5H10N2S overall (the ωB97M-V functional and the def2-TZVPD basis, the OMol25 dataset).

CARTESIAN COORDINATES (ANGSTROEM)
C: 1.5036 0.2841 0.1565
C: -1.2339 -0.1512 1.2619
C: -1.3601 -0.6253 -0.2174
C: -0.5944 0.5656 0.1491
C: -0.7122 1.9838 -0.2469
N: 3.1503 -1.5505 0.3398
N: 1.8073 -0.9769 0.4344
S: 2.4482 1.4407 -0.3961
H: -2.1523 0.2224 1.6437
H: -0.6652 -0.6500 2.0056
H: -0.9313 -1.4588 -0.6358
H: -2.3230 -0.5378 -0.5089
H: -0.5308 2.4633 0.6957
H: -1.6753 2.1210 -0.7129
H: 0.1366 2.3013 -0.9831
H: 3.5442 -1.5191 1.2008
H: 3.5596 -0.8817 -0.2857
H: 1.0273 -1.6125 0.4777

## Properties
HOMO level = -8.17 eV
orbital gap = 0.3327 Eh
energy above the lowest of the compared OMol25 structures with the same formula, charge and spin = 429.4 kJ/mol
total charge = 0

***

# 4
# C14H17BrCeNOS

C14H17BrCeNOS as an isolated structure (the ωB97M-V functional and the def2-TZVPD basis, the OMol25 dataset).

CARTESIAN COORDINATES (ANGSTROEM)
Ce: -1.1747 -0.5660 1.2614
C: -2.7805 -1.1962 3.2786
C: -3.6410 -0.7978 2.2403
C: -3.4375 0.5784 2.0104
C: -2.4648 1.0322 2.9258
C: -2.0550 -0.0645 3.7029
H: -2.7074 -2.1899 3.6973
H: -4.3414 -1.4308 1.7143
H: -3.9704 1.1883 1.2958
H: -2.1119 2.0488 3.0247
H: -1.3288 -0.0384 4.5029
Br: -1.1958 -2.5961 -0.9244
C: -1.4130 -0.9864 -1.9298
C: -1.4895 -1.0764 -3.3061
C: -1.6801 0.1204 -3.9815
C: -1.7852 1.3107 -3.2716
C: -1.6949 1.2774 -1.8961
N: -1.5024 0.1250 -1.2269
H: -1.4173 -2.0255 -3.8163
H: -1.7545 0.1209 -5.0615
H: -1.9443 2.2519 -3.7783
H: -1.7841 2.1767 -1.3014
O: 0.9416 0.1524 1.0516
S: 2.2060 1.0147 0.6961
C: 3.6177 0.1536 1.4302
C: 4.2185 -0.7323 0.3430
C: 4.0947 0.0728 -0.9463
C: 2.6429 0.5541 -0.9960
H: 3.2371 -0.3407 2.3236
H: 4.2936 0.9521 1.7431
H: 3.6692 -1.6726 0.2694
H: 5.2513 -0.9725 0.5884
H: 4.3164 -0.5056 -1.8417
H: 4.7789 0.9231 -0.9360
H: 1.9605 -0.2643 -1.2381
H: 2.4461 1.4024 -1.6479

## Properties
HOMO level (spin up / spin down) = -14.99 / -15.29 eV
2S+1 = 2
orbital gap (spin up / spin down) = 0.3095 / 0.3218 Eh
total charge = +2

***

# 5
# C5H14N4

C5H14N4 in the gas phase (the ωB97M-V functional and the def2-TZVPD basis, the OMol25 dataset).

CARTESIAN COORDINATES (ANGSTROEM)
C: -0.2925 -0.5910 1.8183
C: 0.5285 1.5998 1.1880
C: -0.9055 1.3069 -1.7905
N: 0.0940 0.2878 0.7261
C: -1.0764 0.0072 -1.0276
N: -2.3135 -0.4056 -0.8642
H: -2.3323 -1.3090 -0.3833
H: -0.7141 -1.5256 1.4402
H: 0.5634 -0.8389 2.4575
H: 1.2886 2.0271 0.5296
H: -0.3182 2.2955 1.2009
H: -1.0484 -0.1219 2.4574
H: 0.9333 1.5607 2.2045
H: -1.3614 2.1209 -1.2230
H: -1.4164 1.2161 -2.7510
H: 0.1424 1.5407 -1.9885
N: 1.9662 -1.4000 0.2239
C: 0.1141 -1.0043 -1.2122
N: 1.1524 -0.4533 -0.3467
H: 1.9915 -2.3268 -0.1998
H: 2.7627 -0.9871 0.6990
H: 0.4497 -0.9918 -2.2522
H: -0.2083 -2.0074 -0.9063

## Properties
HOMO level = -8.03 eV
orbital gap = 0.3269 Eh
energy above the lowest of the compared OMol25 structures with the same formula, charge and spin = 375.4 kJ/mol
total charge = 0

***

Number 1: maximum force 0.5 eV/A. Number 2: maximum force 7.2 eV/A. Number 3: maximum force 5.0 eV/A. Number 4: maximum force 0.9 eV/A. Number 5: maximum force 3.4 eV/A.